1.
ORCA calculation (ωB97M-V/def2-TZVPD) on a single Cl2H3N2P molecule at a distorted geometry.

Geometry (Å):
N -0.1892 -0.7787 -1.5274
N 0.4018 0.3660 0.8671
P 0.0931 0.5373 -0.7248
Cl 1.3543 1.8307 -1.3846
Cl -1.8512 1.9023 -0.7933
H 0.4588 -0.9035 -2.3068
H 0.4165 1.1498 1.4119
H 0.6144 -0.5481 1.1495

- HOMO-LUMO gap: 9.95 eV
- Energy relative to the best compared isomer or geometry (same formula, charge and spin): 0.696 eV
- E_tot: -1373.08619 a.u.


2.
ORCA calculation (ωB97M-V/def2-TZVPD) on 2 unconnected molecules or ions with the total composition Cl2H3N2P at a distorted geometry.

Geometry (Å):
N -0.4250 1.1979 0.0605
N -0.7273 -1.5854 -0.0029
P -1.2291 -0.1264 0.0506
Cl -3.2138 -0.1009 0.1026
Cl 3.6610 -0.2250 -0.0056
H -0.9465 2.0567 0.1200
H 2.5983 0.4224 -0.3161
H 0.2825 -1.6392 -0.0091

- HOMO-LUMO gap: 10.26 eV
- Energy relative to the best compared isomer or geometry (same formula, charge and spin): 1.730 eV
- E_tot: -1373.04816 a.u.